#a
Entry from the Open Molecules 2025 dataset: an isolated ion of composition C2H4BrClN3 and charge +1 (the ωB97M-V functional and the def2-TZVPD basis).

total charge: +1
Kohn-Sham gap (alpha / beta): 5.22 / 5.11 eV
E_LUMO (alpha / beta): -8.71 / -8.81 eV

Each line ends with the Löwdin charge.
Atoms and positions in Å:
C1 -1.265 -0.467 0.032  -0.847
C2 0.987 0.757 -0.097  -0.208
N1 -0.910 -1.639 -0.176  0.142
N2 -0.455 0.550 0.197  -0.035
N3 1.580 -0.534 -0.092  -0.307
Cl1 3.145 -0.668 0.206  0.970
Br1 -3.176 0.117 0.171  0.688
H1 0.980 1.361 -0.977  0.168
H2 1.527 1.391 0.633  0.157
H3 -0.853 1.538 0.450  0.179
H4 -1.560 -2.407 -0.347  0.093

=====

#b
Entry from the Open Molecules 2025 dataset: an isolated ion of composition C2H4BrClN3 and charge +1 (the ωB97M-V functional and the def2-TZVPD basis).

total charge: +1
SMILES: C=N/C(Br)=[NH+]\NCl
Kohn-Sham gap: 9.46 eV
E_LUMO: -5.27 eV

Each line ends with the Löwdin charge.
Atoms and positions in Å:
C1 -1.140 0.035 -0.095  -0.824
C2 0.540 1.395 1.145  0.120
N1 -0.489 0.762 0.790  0.074
N2 -0.604 -0.904 -0.806  -0.034
N3 0.828 -0.684 -0.859  -0.363
Cl1 1.774 -1.608 0.335  0.607
Br1 -2.957 0.099 -0.241  0.983
H1 1.249 1.866 0.530  0.099
H2 0.699 1.510 2.205  0.114
H3 -1.174 -1.616 -1.298  0.170
H4 1.274 -0.855 -1.706  0.054

=====

#b is preferred energetically. Next in line: 220.7 kJ/mol higher.

=====

#a
Entry from the Open Molecules 2025 dataset: one molecule with the formula C2H5NOS (the ωB97M-V functional and the def2-TZVPD basis).

total charge: 0
SMILES: CSNC=O
Kohn-Sham gap: 9.67 eV
E_LUMO: 0.75 eV

Each line ends with the Löwdin charge.
Atoms and positions in Å:
C1 2.274 0.643 0.157  -0.423
C2 -1.722 -0.203 0.261  -0.412
H1 2.892 0.575 1.027  0.011
H2 2.840 0.976 -0.729  0.033
H3 1.681 1.604 0.445  0.068
H4 -0.598 1.133 -0.758  0.141
H5 -1.601 -1.209 0.800  0.131
N1 -0.433 0.290 -0.099  -0.368
O1 -2.756 0.342 -0.070  0.011
S1 1.034 -0.655 -0.128  0.809

=====

#b
Entry from the Open Molecules 2025 dataset: one molecule with the formula C2H5NOS (the ωB97M-V functional and the def2-TZVPD basis).

total charge: 0
SMILES: CC(=S)NO
Kohn-Sham gap: 9.40 eV
E_LUMO: 0.54 eV

Each line ends with the Löwdin charge.
Atoms and positions in Å:
C1 -1.049 0.837 0.641  -0.073
C2 -0.422 -0.248 -0.308  -0.934
H1 -2.071 1.191 0.281  0.088
H2 -1.005 0.374 1.719  0.110
H3 -0.130 1.619 0.640  0.101
H4 1.685 0.856 -0.276  0.243
H5 1.118 -1.825 -0.587  -0.060
N1 0.891 0.001 -0.423  -0.107
O1 1.846 -1.194 -0.681  -0.104
S1 -0.863 -1.610 -1.006  0.735

=====

#c
Entry from the Open Molecules 2025 dataset: one molecule with the formula C2H5NOS (the ωB97M-V functional and the def2-TZVPD basis).

total charge: 0
SMILES: CC(=O)SN
Kohn-Sham gap: 9.75 eV
E_LUMO: 0.70 eV

Each line ends with the Löwdin charge.
Atoms and positions in Å:
C1 0.030 0.635 0.323  -0.768
C2 -1.194 1.294 0.047  -0.098
N1 1.415 -1.737 -0.061  -0.341
O1 0.828 0.866 1.156  0.065
S1 0.364 -0.705 -0.926  0.840
H1 -1.388 1.518 -1.027  0.109
H2 -1.337 2.077 0.730  0.081
H3 -1.971 0.576 0.115  0.074
H4 2.248 -1.865 -0.555  -0.013
H5 1.005 -2.661 0.199  0.050

=====

#c is preferred energetically. Next in line: 25.7 kJ/mol higher.

=====

#a
Entry from the Open Molecules 2025 dataset: one molecule with the formula C2H5NOS (the ωB97M-V functional and the def2-TZVPD basis).

total charge: 0
SMILES: CO/C=N\S
Kohn-Sham gap: 9.37 eV
E_LUMO: 0.82 eV

Each line ends with the Löwdin charge.
Atoms and positions in Å:
C1 -1.044 0.797 0.749  -0.114
C2 0.105 -0.265 -0.928  -0.327
H1 -0.924 1.230 1.752  0.099
H2 -1.976 0.191 0.889  0.110
H3 -1.138 1.566 0.017  0.076
H4 -0.597 0.264 -1.604  0.138
H5 2.325 -0.963 0.569  -0.143
N1 1.041 -1.044 -1.402  -0.392
O1 0.085 0.115 0.365  -0.145
S1 2.121 -1.890 -0.406  0.697

=====

#b
Entry from the Open Molecules 2025 dataset: C2H5NOS as an isolated structure (the ωB97M-V functional and the def2-TZVPD basis).

total charge: 0
Kohn-Sham gap: 7.98 eV
E_LUMO: -1.21 eV

Each line ends with the Löwdin charge.
Atoms and positions in Å:
C1 -1.259 -0.556 -0.628  -0.538
C2 1.052 0.837 0.797  -0.192
N1 1.450 0.378 -0.405  -0.185
O1 1.274 -0.908 -0.574  -0.175
S1 -0.997 1.086 -0.242  0.781
H1 -1.594 -0.975 0.422  0.066
H2 -0.245 -1.133 -0.641  0.031
H3 -1.998 -0.735 -1.403  0.040
H4 1.402 1.847 1.020  0.079
H5 0.915 0.160 1.652  0.093

=====

#a is preferred energetically. Next in line: 304.1 kJ/mol higher.

=====

#a
Entry from the Open Molecules 2025 dataset: C4H13NOS as an isolated structure (the ωB97M-V functional and the def2-TZVPD basis).

total charge: 0
Kohn-Sham gap: 3.86 eV
E_LUMO: -4.50 eV

Each line ends with the Löwdin charge.
Atoms and positions in Å:
C1 -1.728 -0.676 -1.187  -0.095
C2 -0.247 -0.510 -0.894  -0.517
C3 0.104 0.979 -0.624  -0.243
C4 0.067 1.243 0.883  -0.626
S1 -1.491 0.776 1.595  0.773
N1 0.617 -0.979 -2.001  0.092
H1 -2.324 -0.209 -0.378  0.009
H2 -2.006 -1.741 -1.250  0.083
H3 -1.973 -0.172 -2.171  0.104
H4 -0.355 0.566 4.568  -0.014
H5 1.129 1.141 -0.981  0.103
H6 -0.591 1.669 -1.179  0.132
H7 0.906 0.732 1.325  0.051
H8 0.288 2.350 1.063  0.127
H9 -0.075 0.379 5.318  0.027
H10 0.058 -1.040 0.032  0.134
H11 0.345 -2.010 -2.226  0.135
H12 3.311 -0.975 -0.122  -0.009
H13 1.566 -0.941 -1.564  0.019
O1 2.398 -0.583 -0.210  -0.284

=====

#b
Entry from the Open Molecules 2025 dataset: a 2-piece molecular cluster, C4H13NOS overall (the ωB97M-V functional and the def2-TZVPD basis).

total charge: 0
SMILES: CNCCCS.O
Kohn-Sham gap: 9.10 eV
E_LUMO: 0.71 eV

Each line ends with the Löwdin charge.
Atoms and positions in Å:
C1 -1.161 0.227 -0.951  -0.264
C2 -0.783 1.303 -1.979  -0.557
S1 -1.272 2.997 -1.507  0.668
C3 -0.530 0.486 0.435  -0.254
N1 0.216 -0.725 0.768  -0.143
C4 0.313 -1.064 2.203  -0.138
H1 -2.248 0.105 -0.878  0.102
H2 -0.940 -0.768 -1.337  0.099
H3 -1.144 1.092 -2.994  0.066
H4 0.312 1.414 -1.969  0.058
H5 -1.972 2.972 -0.374  -0.163
H6 0.154 1.370 0.441  0.113
H7 -1.297 0.626 1.201  0.107
H8 1.187 -0.668 0.460  0.055
H9 -0.057 -2.116 2.252  0.073
H10 -0.165 -0.409 2.935  0.071
H11 1.311 -1.246 2.605  0.060
H12 2.639 -1.853 -1.225  0.046
H13 2.655 -2.231 0.261  0.040
O1 2.783 -1.509 -0.348  -0.041

=====

#c
Entry from the Open Molecules 2025 dataset: a 2-piece molecular cluster, C4H13NOS overall (the ωB97M-V functional and the def2-TZVPD basis).

total charge: 0
SMILES: CNCCCS.O
Kohn-Sham gap: 9.23 eV
E_LUMO: 0.58 eV

Each line ends with the Löwdin charge.
Atoms and positions in Å:
C1 -1.141 1.085 -0.097  -0.250
C2 -0.604 1.877 1.110  -0.578
S1 -0.624 1.145 2.800  0.667
C3 -0.510 -0.181 -0.778  -0.264
N1 0.831 0.048 -1.253  -0.109
C4 1.788 -0.066 -0.189  -0.150
H1 -2.114 0.732 0.283  0.101
H2 -1.293 1.828 -0.886  0.104
H3 -1.026 2.877 1.111  0.062
H4 0.465 1.978 0.923  0.035
H5 0.654 1.521 2.967  -0.152
H6 -0.788 -0.983 -0.083  0.097
H7 -1.216 -0.235 -1.613  0.114
H8 1.066 -0.412 -2.118  0.102
H9 2.693 0.551 -0.226  0.079
H10 2.114 -1.109 0.044  0.083
H11 1.315 0.178 0.767  0.042
H12 -0.402 -3.831 -0.246  0.049
H13 -0.226 -3.553 -1.571  0.051
O1 -0.980 -3.448 -0.943  -0.083

=====

#d
Entry from the Open Molecules 2025 dataset: a 2-piece molecular cluster, C4H13NOS overall (the ωB97M-V functional and the def2-TZVPD basis).

total charge: 0
SMILES: CNCCCS.O
Kohn-Sham gap: 9.26 eV
E_LUMO: 0.62 eV

Each line ends with the Löwdin charge.
Atoms and positions in Å:
C1 1.417 0.029 2.174  -0.248
C2 2.572 0.728 1.475  -0.554
S1 2.554 0.674 -0.346  0.729
C3 0.057 0.392 1.584  -0.300
N1 -0.380 -0.461 0.503  -0.149
C4 -1.770 -0.286 0.136  -0.139
H1 1.438 0.287 3.222  0.106
H2 1.558 -1.035 2.019  0.106
H3 2.567 1.761 1.734  0.054
H4 3.544 0.393 1.828  0.064
H5 2.984 1.911 -0.537  -0.155
H6 0.031 1.482 1.378  0.117
H7 -0.730 0.291 2.347  0.114
H8 0.240 -0.390 -0.287  0.032
H9 -2.393 -0.665 0.940  0.073
H10 -2.030 0.739 -0.087  0.070
H11 -1.978 -0.966 -0.691  0.077
H12 -3.718 -1.163 -6.209  0.035
H13 -2.728 -1.749 -5.195  0.034
O1 -3.234 -1.972 -5.989  -0.069

=====

#d is preferred energetically. Next in line: 59.6 kJ/mol higher.

=====

#a
Entry from the Open Molecules 2025 dataset: a 2-piece molecular cluster, C4H13NOS overall (the ωB97M-V functional and the def2-TZVPD basis).

total charge: 0
SMILES: CNCCCS.O
Kohn-Sham gap: 9.38 eV
E_LUMO: 0.74 eV

Each line ends with the Löwdin charge.
Atoms and positions in Å:
C1 0.392 1.305 -0.466  -0.278
C2 -0.844 0.569 -1.168  -0.522
S1 -2.191 0.664 0.068  0.676
C3 0.568 0.970 1.010  -0.304
N1 0.766 -0.510 1.066  -0.148
C4 2.184 -0.912 0.982  -0.129
H1 0.353 2.426 -0.581  0.114
H2 1.272 1.061 -1.015  0.078
H3 -1.172 0.869 -2.256  0.100
H4 -0.411 -0.450 -1.308  0.028
H5 -1.819 1.709 0.847  -0.144
H6 -0.125 1.497 1.653  0.065
H7 1.579 1.303 1.533  0.137
H8 0.314 -0.778 1.907  0.082
H9 2.657 -0.316 0.183  0.081
H10 2.654 -0.711 1.978  0.087
H11 2.317 -1.926 0.580  0.061
H12 0.591 -2.954 -2.032  0.049
H13 0.468 -2.491 -0.579  0.069
O1 0.902 -2.236 -1.452  -0.101

=====

#b
Entry from the Open Molecules 2025 dataset: a 2-piece molecular cluster, C4H13NOS overall (the ωB97M-V functional and the def2-TZVPD basis).

total charge: 0
SMILES: NCCCCS.O
Kohn-Sham gap: 9.60 eV
E_LUMO: 0.65 eV

Each line ends with the Löwdin charge.
Atoms and positions in Å:
C1 -0.080 -0.371 -0.653  -0.213
C2 1.015 0.633 -0.125  -0.270
C3 1.187 1.872 -0.996  -0.559
S1 0.025 3.267 -0.668  0.683
C4 -1.158 -0.500 0.377  -0.293
N1 -2.375 -1.216 -0.135  -0.006
H1 0.555 -1.231 -0.857  0.099
H2 -0.288 -0.077 -1.679  0.104
H3 1.969 0.147 0.034  0.097
H4 0.692 1.003 0.855  0.092
H5 1.113 1.649 -2.049  0.051
H6 2.179 2.324 -0.878  0.061
H7 -0.951 2.461 -0.226  -0.175
H8 -1.381 0.470 0.826  0.093
H9 -0.747 -1.170 1.137  0.091
H10 -2.585 -0.796 -1.032  0.049
H11 -3.145 -0.864 0.428  0.055
H12 1.862 -2.012 2.101  0.048
H13 0.850 -3.128 2.052  0.048
O1 1.263 -2.462 1.487  -0.053

=====

#b is preferred energetically. Next in line: 102.1 kJ/mol higher.